42
Properties=species:S:1:pos:R:3 method="wB97M-V/def2-TZVPD" smiles="Cc1onc(-c2ccccc2)c1-c1csc(N/N=C/c2ccccc2)n1" max_force_ev_per_a=1.2 energy_ha=-1464.13078
C -2.262 -3.823 0.211
C -3.051 -2.574 0.120
O -4.390 -2.651 0.094
N -4.915 -1.405 0.017
C -3.922 -0.553 -0.007
C -4.165 0.881 -0.134
C -5.189 1.479 0.594
C -5.424 2.836 0.475
C -4.649 3.605 -0.377
C -3.642 3.011 -1.119
C -3.398 1.655 -1.001
C -2.675 -1.252 0.066
C -1.333 -0.716 0.148
C -1.000 0.504 0.656
S 0.707 0.745 0.599
C 0.852 -0.859 -0.114
N 2.010 -1.462 -0.494
N 3.296 -1.108 -0.448
C 3.733 -0.003 0.017
C 5.156 0.272 0.015
C 5.623 1.482 0.531
C 6.976 1.763 0.540
C 7.881 0.844 0.034
C 7.426 -0.361 -0.481
C 6.077 -0.648 -0.492
N -0.276 -1.471 -0.272
H -1.207 -3.577 0.149
H -2.472 -4.333 1.151
H -2.532 -4.494 -0.603
H -5.789 0.868 1.250
H -6.217 3.296 1.047
H -4.833 4.666 -0.468
H -3.044 3.606 -1.795
H -2.622 1.189 -1.591
H -1.637 1.262 1.060
H 1.873 -2.380 -0.902
H 3.100 0.781 0.433
H 4.918 2.200 0.926
H 7.327 2.702 0.942
H 8.938 1.066 0.042
H 8.132 -1.077 -0.875
H 5.708 -1.580 -0.889